Computed, not measured: a structure of composition C32H28ClInO11P, with ωB97M-V/def2-TZVPD.

XYZ file:
```
74
Properties=species:S:1:pos:R:3:mulliken_charge:R:1
In -3.826 3.692 1.115 0.69
Cl -4.766 0.608 2.920 -0.36
P -3.029 1.844 2.745 0.11
O 0.591 -8.079 -0.605 -0.56
O 3.933 3.008 2.162 -0.58
O 6.007 -1.469 4.086 -0.54
O -0.768 5.052 3.485 -0.51
O -1.815 0.959 1.913 -0.48
O -3.179 -1.946 -0.268 -0.55
O 0.399 2.571 -4.855 -0.58
O -4.078 -5.680 0.060 -0.56
O 8.645 0.883 0.146 -0.55
O 0.472 5.096 -0.202 -0.48
O -3.080 -4.309 -5.002 -0.60
C 0.444 4.516 -1.265 0.20
C -2.811 -7.244 -1.153 -0.32
C -4.560 2.729 -0.813 -1.15
C 0.408 3.150 -3.786 0.18
C 8.371 -1.031 1.482 -0.37
C -0.480 -7.529 -0.451 0.36
C -3.158 -2.484 -1.351 0.46
C 1.620 3.859 -3.315 -0.40
C -4.315 -3.799 -3.067 -0.34
C -4.021 1.273 -0.922 -0.21
C -1.636 -7.848 -1.320 -0.38
C 2.848 3.473 2.466 0.32
C 2.750 4.700 3.289 -0.38
C 0.404 3.356 2.358 0.09
C 0.304 4.583 3.182 0.30
C 7.709 -1.622 2.474 -0.35
C 1.569 5.216 3.622 -0.45
C -1.922 -3.041 -3.394 -0.35
C -1.853 -5.911 0.776 -0.31
C 8.037 0.346 1.049 0.38
C 6.609 -0.927 3.184 0.35
C -0.782 3.172 -2.910 -0.20
C -3.009 -6.231 -0.091 0.41
C 1.588 2.841 2.029 -0.17
C 1.637 4.492 -2.144 -0.43
C -3.105 -3.763 -3.916 0.37
C -4.341 -3.204 -1.875 -0.43
C -0.678 -6.515 0.609 -0.37
C -1.946 -2.447 -2.202 -0.46
C 6.276 0.448 2.750 -0.35
C -0.770 3.805 -1.736 0.24
C 6.939 1.040 1.758 -0.32
H -2.018 -5.165 1.544 0.47
H 1.477 6.113 4.222 0.42
H -3.838 0.910 0.090 -0.11
H -4.326 3.339 -1.693 0.28
H 3.686 5.147 3.601 0.42
H -1.641 3.822 -1.087 0.00
H -1.047 -3.025 -4.031 0.44
H -5.178 4.519 1.977 -0.35
H -3.668 -7.461 -1.778 0.44
H 9.177 -1.521 0.951 0.40
H 2.481 3.831 -3.971 0.40
H 7.938 -2.627 2.806 0.40
H -0.527 2.908 2.043 -0.02
H -2.410 4.743 0.860 -0.29
H -1.658 2.648 -3.272 0.51
H -5.168 -4.332 -3.465 0.41
H 2.514 5.015 -1.782 0.43
H -5.215 -3.223 -1.238 0.50
H 1.680 1.945 1.428 0.49
H -1.092 -1.915 -1.803 0.53
H -3.097 1.191 -1.502 0.06
H -2.185 0.278 1.352 0.30
H 0.179 -6.296 1.233 0.42
H -4.755 0.575 -1.343 0.28
H 5.470 0.941 3.279 0.47
H 6.706 2.044 1.428 0.48
H -5.652 2.651 -0.769 0.43
H -1.471 -8.591 -2.090 0.41
```

The total charge is -1. The calculation puts the electronic energy at -83140.6079 eV. For the strongest force on any atom, the calculation gives 0.94 eV Å⁻¹.

---

Computed, not measured: the molecule BH4N in a non-equilibrium geometry, with ωB97M-V/def2-TZVPD.

XYZ file:
```
6
Properties=species:S:1:pos:R:3:mulliken_charge:R:1
N -0.668 -0.051 -0.016 -0.38
B 0.713 -0.071 -0.070 0.01
H 1.281 -1.089 0.054 -0.07
H -1.318 0.890 0.114 0.26
H 1.483 0.999 -0.307 -0.07
H -1.220 -0.952 0.272 0.25
```

For the strongest force on any atom, the calculation gives 4.42 eV Å⁻¹. The energy relative to the best compared isomer or geometry (same formula, charge and spin) comes out at 62.59 kJ/mol.

---

Computed, not measured: a structure of composition C34H25F6N2O4P2S5Sn, with ωB97M-V/def2-TZVPD.

XYZ file:
```
79
Properties=species:S:1:pos:R:3:mulliken_charge:R:1
Sn -0.444 0.492 -0.539 1.45
S -2.654 1.300 -2.618 1.22
S -0.996 5.168 1.639 -0.23
S -0.416 2.121 -3.720 1.04
S -0.202 -1.138 2.176 -0.27
S 1.950 -0.756 -0.900 -0.57
P -1.213 -2.862 1.745 0.34
P 1.229 -2.491 -0.182 1.97
F 0.255 -0.426 -3.757 -0.15
F -5.001 2.142 -3.507 -0.19
F -4.519 0.093 -4.021 -0.20
F -5.020 0.607 -1.975 -0.17
F 1.546 0.854 -4.928 -0.21
F -0.428 0.345 -5.663 -0.23
O 0.008 1.913 -2.326 -0.64
O -2.178 -0.054 -2.334 -0.65
O -2.685 2.148 -1.459 -0.54
O 0.105 3.261 -4.370 -0.59
N -1.975 1.931 -3.875 -0.64
N -0.762 2.656 1.141 0.01
C -3.003 1.823 1.779 0.43
C -5.147 -2.557 2.649 -0.66
C -0.370 -2.020 0.468 -0.73
C 3.935 -4.621 2.812 -0.52
C 0.056 -6.439 4.252 -0.48
C -1.123 -5.538 2.364 -0.40
C 0.482 -5.169 4.613 -0.75
C -4.560 3.486 2.579 -0.58
C -0.659 -5.112 -2.671 -0.89
C -2.984 -2.612 1.622 0.63
C -3.800 -2.876 2.719 -0.67
C -0.125 3.781 1.111 -0.23
C 1.885 -4.022 -2.374 -0.61
C 3.962 -3.236 2.733 -0.70
C 0.108 -4.069 3.858 -0.31
C -0.416 -4.202 -1.654 0.09
C -2.052 2.831 1.616 -0.47
C -0.734 -6.626 3.125 -0.72
C -3.500 -2.052 0.455 -0.11
C 3.172 -2.575 1.804 -0.49
C 2.302 -4.709 1.055 -0.42
C -0.704 -4.263 2.745 0.76
C 2.343 -3.317 0.969 0.51
C 0.366 -5.480 -3.531 -0.48
C 1.634 -4.931 -3.387 -0.78
C 3.111 -5.359 1.972 -0.76
C -5.666 -1.991 1.493 -0.63
C -4.849 -1.739 0.397 -0.63
C -3.632 4.496 2.433 -0.51
C -4.421 1.032 -3.093 0.38
C -4.251 2.162 2.249 -0.82
C 0.859 -3.666 -1.500 0.29
C 0.289 0.623 -4.583 0.74
C -2.373 4.156 1.945 0.59
H 0.337 -7.292 4.856 0.44
H -6.717 -1.739 1.444 0.45
H -1.649 -5.530 -2.800 0.45
H -1.214 -3.906 -0.985 0.24
H 1.107 -5.030 5.485 0.44
H -2.732 0.804 1.531 0.05
H 2.868 -3.583 -2.254 0.45
H -5.004 1.393 2.368 0.48
H 0.176 -6.194 -4.321 0.42
H 0.431 -3.072 4.126 0.44
H -5.550 3.725 2.945 0.39
H -1.046 -7.622 2.840 0.44
H -5.788 -2.758 3.496 0.43
H -3.874 5.518 2.691 0.41
H 3.105 -6.439 2.025 0.47
H 4.611 -2.671 3.390 0.44
H 3.201 -1.497 1.710 0.41
H 0.902 3.858 0.782 0.43
H 1.649 -5.274 0.401 0.40
H 2.423 -5.210 -4.072 0.44
H 4.569 -5.131 3.525 0.43
H -1.747 -5.670 1.487 0.46
H -3.377 -3.312 3.616 0.47
H -2.853 -1.860 -0.393 0.29
H -5.257 -1.297 -0.502 0.41
```

The total charge is +1. For the strongest force on any atom, the calculation gives 0.96 eV Å⁻¹. The energy relative to the best compared isomer or geometry (same formula, charge and spin) comes out at 102.75 kJ/mol.

---

Computed, not measured: a structure of composition C54H42MoN5O3P3S, with ωB97M-V/def2-TZVPD.

XYZ file:
```
109
Properties=species:S:1:pos:R:3:mulliken_spin:R:1
Mo -0.161 0.493 0.087 1.92
S 2.675 2.057 1.048 0.03
P 1.538 -1.145 0.869 -0.09
P 0.253 0.851 -2.527 0.05
P -1.920 -0.544 1.663 -0.01
O -4.518 1.579 -1.515 0.00
O -3.459 1.647 -0.503 0.01
O 2.453 2.870 2.257 0.00
N -0.527 -1.368 -0.888 0.00
N -0.585 2.343 -2.868 -0.02
N 1.296 1.944 0.083 0.14
N -1.228 4.589 -3.446 0.00
N -0.364 6.893 -3.343 0.00
C -3.144 0.529 3.975 -0.01
C 1.587 0.604 -6.390 0.00
C -1.191 -1.437 -2.085 -0.08
C -1.449 -0.139 -2.744 0.03
C -2.544 3.121 3.069 -0.01
C -5.250 0.608 -0.724 0.00
C 0.882 0.159 -4.123 0.00
C 3.003 -1.044 5.207 0.00
C -5.447 -0.674 -1.461 0.01
C -4.146 0.663 0.325 -0.01
C -1.196 2.131 1.221 -0.03
C 2.226 -0.008 4.714 0.02
C 4.341 2.048 -2.187 0.00
C 1.501 -1.653 -5.591 0.00
C 2.811 -1.934 -1.457 0.00
C 4.253 -0.910 0.172 0.01
C 3.373 -2.098 4.377 0.00
C -1.114 -3.334 4.514 0.00
C 1.049 -1.203 -4.358 0.00
C 1.768 -0.753 -6.610 0.00
C 4.367 2.841 -1.115 0.00
C -4.639 -1.710 -1.249 -0.01
C 3.889 -2.094 -2.311 0.00
C -2.393 0.713 2.848 -0.02
C 1.802 2.727 -1.061 -0.02
C -1.607 4.545 1.384 0.00
C -2.142 -4.259 4.397 0.00
C 2.987 -1.340 -0.210 0.04
C -0.825 3.467 -3.136 -0.01
C 3.098 1.455 -2.700 0.00
C -1.052 -2.253 3.652 0.01
C 0.684 -2.769 0.709 0.01
C -0.733 5.801 -3.377 0.00
C -2.314 4.410 2.542 0.00
C -3.111 -4.084 3.423 0.00
C 2.961 -2.114 3.056 -0.01
C -3.299 2.912 4.251 0.00
C 1.805 -0.027 3.391 0.04
C -1.319 -2.767 -2.441 0.02
C 5.152 -1.664 -1.926 0.00
C -1.034 3.418 0.755 0.03
C -2.025 1.998 2.381 -0.05
C -3.549 -1.650 -0.269 0.02
C -0.221 -2.644 -0.479 0.02
C 3.114 3.141 -0.382 0.02
C -3.052 -2.997 2.560 0.00
C -3.581 1.655 4.706 0.00
C -0.690 -3.534 -1.422 0.00
C -2.011 -2.079 2.654 -0.02
C 1.159 1.056 -5.151 0.00
C 1.896 1.802 -2.230 0.00
C -3.332 -0.583 0.513 0.03
C 5.332 -1.075 -0.683 0.00
C 2.167 -1.081 2.560 -0.07
H -2.710 5.275 3.058 0.00
H -3.418 -0.467 4.301 0.00
H -4.432 1.120 1.274 0.00
H -6.252 -0.727 -2.181 0.00
H 1.951 0.824 5.347 0.00
H -1.699 -0.253 -3.801 0.00
H 3.737 -2.544 -3.283 0.00
H 1.165 3.590 -1.300 -0.02
H -4.763 -2.634 -1.796 0.00
H 5.260 1.827 -2.715 0.00
H 3.987 -2.901 4.760 0.00
H 3.072 4.148 0.036 0.00
H 3.263 -2.931 2.410 0.00
H -0.355 -3.450 5.276 0.00
H 3.200 0.712 -3.479 0.00
H 6.311 -0.732 -0.378 0.00
H 0.155 -2.951 1.649 -0.01
H -4.160 1.517 5.608 0.00
H 1.788 1.315 -7.180 0.00
H -3.659 3.780 4.791 0.00
H -6.200 1.039 -0.397 0.00
H 5.994 -1.788 -2.594 0.00
H 4.403 -0.444 1.137 0.00
H -2.190 -5.107 5.067 0.00
H -2.234 0.446 -2.256 0.00
H -0.247 -1.536 3.768 -0.01
H 1.424 -3.564 0.587 0.00
H 5.295 3.278 -0.767 0.00
H 1.633 -2.716 -5.754 0.00
H 1.053 2.121 -4.984 0.00
H -1.794 -3.137 -3.336 0.00
H -0.580 -4.607 -1.387 0.00
H 1.833 -2.279 -1.767 0.00
H 0.812 -1.923 -3.590 0.00
H 2.112 -1.107 -7.573 0.00
H 3.334 -1.029 6.237 0.00
H 1.210 0.797 3.012 0.01
H -0.432 3.605 -0.120 0.02
H -3.830 -2.873 1.821 0.00
H -3.925 -4.792 3.330 0.00
H -2.917 -2.528 -0.192 0.00
H -1.444 5.526 0.957 0.00
```

For the strongest force on any atom, the calculation gives 0.61 eV Å⁻¹. The energy relative to the best compared isomer or geometry (same formula, charge and spin) comes out at 408.89 kJ/mol. Its multiplicity is 3.

---

Computed, not measured: a structure of composition C12H30ClI2N3P3Zr in a non-equilibrium geometry, with ωB97M-V/def2-TZVPD.

XYZ file:
```
52
Properties=species:S:1:pos:R:3:mulliken_charge:R:1
I -0.190 -1.684 1.051 -0.05
I -0.112 2.121 1.018 0.06
Zr 0.099 0.242 -1.226 0.08
Cl -0.015 -0.161 -3.551 -0.37
P 0.048 -0.213 3.265 1.37
P 2.540 -0.029 -0.368 1.07
P -2.524 -0.032 -0.403 0.80
N 0.068 -1.154 5.804 0.17
N -1.225 0.885 5.350 0.12
N 1.232 0.963 5.357 0.14
C 3.203 1.392 -1.328 -1.26
C 1.465 0.785 3.934 -0.78
C 3.616 0.026 1.093 -1.29
C 1.267 -0.342 6.083 -0.90
C -1.181 -0.418 6.079 -0.91
C -3.602 0.000 1.074 -1.28
C -3.228 1.383 -1.336 -1.19
C -0.022 1.684 5.663 -0.88
C -3.271 -1.482 -1.238 -1.17
C -1.434 0.684 3.927 -0.74
C 0.089 -1.648 4.418 -1.12
C 3.274 -1.472 -1.227 -1.22
H -3.166 2.276 -0.703 0.41
H -3.397 -0.825 1.765 0.35
H -0.785 -2.290 4.235 0.58
H 3.535 0.984 1.623 0.37
H 4.252 1.151 -1.545 0.39
H 2.158 -0.909 5.767 0.39
H 1.333 -0.151 7.165 0.29
H -1.264 -0.233 7.161 0.29
H 4.654 -0.098 0.742 0.55
H 2.427 0.276 3.773 0.41
H -4.645 -0.098 0.731 0.54
H 1.011 -2.219 4.238 0.47
H -2.676 1.574 -2.270 0.42
H 2.649 1.589 -2.262 0.50
H -4.331 -1.261 -1.436 0.44
H -3.198 -2.353 -0.576 0.39
H 3.150 2.285 -0.692 0.42
H 2.755 -1.702 -2.168 0.40
H -2.033 -1.042 5.760 0.39
H -2.751 -1.712 -2.178 0.35
H -0.049 2.624 5.095 0.41
H 3.389 -0.783 1.798 0.34
H -1.500 1.642 3.391 0.47
H -3.510 0.943 1.629 0.35
H 3.196 -2.342 -0.562 0.40
H -0.032 1.913 6.743 0.31
H 4.335 -1.247 -1.415 0.44
H 1.472 1.745 3.398 0.50
H -4.278 1.139 -1.550 0.40
H -2.361 0.115 3.768 0.40
```

The total charge is +3. The calculation puts the electronic energy at -75246.4353 eV. For the strongest force on any atom, the calculation gives 2.26 eV Å⁻¹.

---

Computed, not measured: a cluster of 2 separate species, CH3NS3 in total in a non-equilibrium geometry, with ωB97M-V/def2-TZVPD.

XYZ file:
```
8
Properties=species:S:1:pos:R:3:mulliken_charge:R:1
S 1.523 -0.142 2.345 -0.28
S -0.594 -0.214 1.755 0.31
S 0.004 -1.637 -0.920 -0.23
N -0.961 0.861 0.859 -0.30
C -0.393 -0.305 -1.674 -0.25
H 1.506 0.993 1.664 0.21
H -1.216 0.461 -1.470 0.29
H 0.130 -0.016 -2.559 0.26
```

For the strongest force on any atom, the calculation gives 1.99 eV Å⁻¹. The energy relative to the best compared isomer or geometry (same formula, charge and spin) comes out at 245.32 kJ/mol.